CH2N2O3S | ωB97M-V/def2-TZVPD

Results
* relative energy (zero: lowest compared OMol25 entry of this formula, charge and spin): 5.142 eV
* 2S+1: 1
* strongest force on any atom: 5.50 eV Å⁻¹
* HOMO (spin up / spin down): -0.3626 / -0.3629 Ha
* HOMO-LUMO gap (spin up / spin down): 8.342 / 8.348 eV

Element x y z (Å)
S (0.2226, -2.3818, 0.6283)
O (-1.2023, -2.4070, 0.4232)
O (0.4831, -2.1760, 2.0071)
O (-1.0096, 0.7624, 1.2696)
N (0.3418, 0.7433, -1.9403)
N (0.0416, 1.0287, -0.8004)
C (-0.2476, 1.0210, 0.3770)
H (0.1749, 1.4634, -2.6187)
H (1.1955, 1.9461, 0.6542)

CH2N2O3S | ωB97M-V/def2-TZVPD

Results
* relative energy (zero: lowest compared OMol25 entry of this formula, charge and spin): 3.605 eV
* 2S+1: 3
* strongest force on any atom: 4.95 eV Å⁻¹
* HOMO (spin up / spin down): -0.2336 / -0.4033 Ha
* HOMO-LUMO gap (spin up / spin down): 6.049 / 7.743 eV
* expectation value of S²: 2.01

Element x y z (Å)
S (0.2389, 1.9511, -0.0248)
O (2.4389, -0.1976, 0.1261)
O (-1.0324, -1.5723, -0.2100)
O (-1.9685, 0.3290, -0.0940)
N (-1.0803, -0.4106, -0.0149)
N (0.2076, 0.1724, 0.2576)
C (1.3075, -0.6122, 0.1968)
H (-1.1198, 1.9273, -0.4389)
H (1.0081, -1.5871, 0.2022)

CH2N2O3Si | ωB97M-V/def2-TZVPD

Results
* relative energy (zero: lowest compared OMol25 entry of this formula, charge and spin): 0.451 eV
* 2S+1: 1
* structure (SMILES): N#C[Si@@H](O)[N+](=O)[O-]
* strongest force on any atom: 2.51 eV Å⁻¹
* HOMO: -0.4263 Ha
* HOMO-LUMO gap: 10.734 eV

Element x y z (Å)
Si (-0.4331, -0.4335, 0.2776)
O (-1.9905, 1.1323, -1.1972)
O (0.5048, 0.0852, -0.9917)
O (-2.9196, 0.3039, 0.6118)
N (-0.6198, -3.3282, 0.7995)
N (-2.0324, 0.3825, -0.2194)
C (-0.8248, -2.2360, 0.5567)
H (0.0407, 0.8297, -1.3583)
H (-0.0248, 0.0128, 1.6115)

CH2N2O4S | ωB97M-V/def2-TZVPD

Results
* relative energy (zero: lowest compared OMol25 entry of this formula, charge and spin): 1.817 eV
* 2S+1: 1
* strongest force on any atom: 4.07 eV Å⁻¹
* HOMO: -0.3998 Ha
* HOMO-LUMO gap: 10.580 eV

Element x y z (Å)
S (-0.6697, 0.8138, 0.9177)
O (0.3072, 2.3090, -0.5041)
O (-1.3485, -0.4119, 1.2137)
O (0.0105, 1.5280, 1.9665)
O (1.0792, -1.5539, 0.7049)
N (0.2086, -1.9830, -1.4283)
N (-0.6274, 1.3590, -0.5059)
C (0.5486, -1.7337, -0.3027)
H (-0.6703, -2.2146, -1.6568)
H (1.1617, 1.8873, -0.4050)

CH2N2O4S3 | ωB97M-V/def2-TZVPD

Results
* relative energy (zero: lowest compared OMol25 entry of this formula, charge and spin): 0.000 eV
* 2S+1: 1
* strongest force on any atom: 3.67 eV Å⁻¹
* HOMO (spin up / spin down): -0.3368 / -0.3370 Ha
* HOMO-LUMO gap (spin up / spin down): 7.297 / 7.305 eV

Element x y z (Å)
S (-1.6538, 1.4311, -0.0240)
S (-1.9451, -0.1069, -1.4500)
S (1.8144, -2.2225, -0.2945)
O (-2.8540, 1.7203, 0.7114)
O (-0.4355, -0.2585, -1.3936)
O (-0.5173, 0.3813, 0.9393)
O (-0.8527, -1.7470, 0.6806)
N (-0.1754, -0.7562, 0.5192)
N (1.8409, 0.4548, 0.1838)
C (1.2221, -0.8130, 0.1899)
H (2.3980, 0.7427, -0.5799)
H (1.1583, 1.1738, 0.5178)

CH2N2OS | ωB97M-V/def2-TZVPD

Results
* relative energy (zero: lowest compared OMol25 entry of this formula, charge and spin): 2.811 eV
* 2S+1: 1
* structure (SMILES): N#C[S@H](=N)=O
* strongest force on any atom: 11.98 eV Å⁻¹
* HOMO: -0.4017 Ha
* HOMO-LUMO gap: 10.198 eV

Element x y z (Å)
S (-0.5096, 0.8421, -0.0263)
O (-0.8731, 2.2349, 0.0393)
N (-3.1853, -0.3921, 0.1901)
N (0.2670, 0.2647, 1.1792)
C (-2.0262, 0.0262, -0.2021)
H (0.0871, 0.7126, -1.2181)
H (0.6708, -0.6484, 0.8743)

CH2N2OS | ωB97M-V/def2-TZVPD

Results
* relative energy (zero: lowest compared OMol25 entry of this formula, charge and spin): 2.426 eV
* 2S+1: 1
* strongest force on any atom: 0.98 eV Å⁻¹
* HOMO (spin up / spin down): -0.3677 / -0.3560 Ha
* HOMO-LUMO gap (spin up / spin down): 9.248 / 6.907 eV

Element x y z (Å)
S (-1.4995, 1.1981, -0.1711)
O (1.9515, -0.0848, 0.4687)
N (-2.3869, -1.4413, 0.0539)
N (0.9770, 0.3625, -0.3707)
C (-2.0229, -0.3515, -0.0576)
H (1.1833, 1.3540, -0.5249)
H (1.7975, -1.0370, 0.6017)

CH2N2OS | ωB97M-V/def2-TZVPD

Results
* relative energy (zero: lowest compared OMol25 entry of this formula, charge and spin): 1.061 eV
* 2S+1: 1
* structure (SMILES): NC(=S)N=O
* strongest force on any atom: 3.47 eV Å⁻¹
* HOMO: -0.3428 Ha
* HOMO-LUMO gap: 7.542 eV

Element x y z (Å)
S (1.3945, 1.6595, -0.2937)
O (-1.0702, -0.5225, 1.6372)
N (-0.2834, 0.4191, 1.5249)
N (0.0076, -0.5783, -0.7572)
C (0.2925, 0.5138, 0.0930)
H (0.5731, -0.3928, -1.5671)
H (-0.9141, -1.0989, -0.6372)

CH2N2OS | ωB97M-V/def2-TZVPD

Results
* relative energy (zero: lowest compared OMol25 entry of this formula, charge and spin): 1.270 eV
* 2S+1: 1
* structure (SMILES): N#[N+][O-].C=S
* strongest force on any atom: 6.01 eV Å⁻¹
* HOMO: -0.3321 Ha
* HOMO-LUMO gap: 8.350 eV

Element x y z (Å)
S (0.4516, 1.8280, -0.7021)
O (4.8270, 0.2810, 0.7995)
N (4.0615, -1.0032, -0.8860)
N (4.4638, -0.3264, -0.0797)
C (1.0264, 0.5630, 0.1591)
H (0.8976, -0.4870, -0.2738)
H (1.2308, 0.5822, 1.2641)

CH2N2OS2 | ωB97M-V/def2-TZVPD

Results
* relative energy (zero: lowest compared OMol25 entry of this formula, charge and spin): 1.729 eV
* 2S+1: 1
* strongest force on any atom: 5.40 eV Å⁻¹
* HOMO: -0.3562 Ha
* HOMO-LUMO gap: 9.337 eV

Element x y z (Å)
S (-0.0328, -0.0069, -1.3667)
S (0.8162, -1.8513, -0.3891)
O (1.0424, 0.8083, -1.8821)
N (-0.3099, -0.3663, 1.3483)
N (0.2361, -1.4496, 1.0878)
C (-0.5284, 0.5706, 0.2781)
H (0.2303, 1.3313, 0.6928)
H (-1.4539, 0.9638, 0.2310)

CH2N2OS2 | ωB97M-V/def2-TZVPD

Results
* relative energy (zero: lowest compared OMol25 entry of this formula, charge and spin): 5.359 eV
* 2S+1: 1
* strongest force on any atom: 2.77 eV Å⁻¹
* HOMO (spin up / spin down): -0.2960 / -0.2960 Ha
* HOMO-LUMO gap (spin up / spin down): 6.627 / 6.630 eV

Element x y z (Å)
S (1.6519, 0.8323, 0.5263)
S (-1.7168, 0.0454, -0.1812)
O (-0.7522, 1.5704, 0.4951)
N (1.2548, -1.7820, -0.1968)
N (0.3438, 1.7518, -0.0796)
C (1.3609, -0.6008, -0.1197)
H (-2.9009, 0.4908, 0.4489)
H (0.7585, -2.3078, -0.8929)

CH2N2OS2 | ωB97M-V/def2-TZVPD

Results
* relative energy (zero: lowest compared OMol25 entry of this formula, charge and spin): 1.451 eV
* 2S+1: 1
* structure (SMILES): O=NNC(=S)S
* strongest force on any atom: 2.11 eV Å⁻¹
* HOMO: -0.3399 Ha
* HOMO-LUMO gap: 8.191 eV

Element x y z (Å)
S (-0.1495, 1.6115, -0.0347)
S (-1.5924, -0.9166, 0.0066)
O (3.2068, -0.6223, -0.0176)
N (1.0876, -0.7186, -0.0058)
N (2.1838, 0.0048, 0.0830)
C (-0.1515, -0.1583, -0.0295)
H (1.1005, -1.6894, -0.1819)
H (-1.3306, 1.6502, 0.6080)

CH2N2P2 | ωB97M-V/def2-TZVPD

Results
* relative energy (zero: lowest compared OMol25 entry of this formula, charge and spin): 1.958 eV
* 2S+1: 1
* structure (SMILES): [H]/P=N/PC#N
* strongest force on any atom: 3.16 eV Å⁻¹
* HOMO: -0.3541 Ha
* HOMO-LUMO gap: 8.299 eV

Element x y z (Å)
P (-2.2781, 0.1055, 0.3116)
P (0.4798, 1.1654, -0.1990)
N (2.6235, -1.0566, 0.0529)
N (-0.7136, 0.1362, 0.3163)
C (1.8541, -0.2137, 0.0313)
H (0.4119, 0.9595, -1.5849)
H (-2.3777, -1.0964, 1.0718)

CH2N2P2 | ωB97M-V/def2-TZVPD

Results
* relative energy (zero: lowest compared OMol25 entry of this formula, charge and spin): 3.584 eV
* 2S+1: 1
* strongest force on any atom: 3.40 eV Å⁻¹
* HOMO: -0.3520 Ha
* HOMO-LUMO gap: 7.296 eV

Element x y z (Å)
P (0.1180, -0.4021, 0.6396)
P (2.6412, 1.3020, -0.0138)
N (1.2527, 0.7527, 0.2216)
N (5.7277, -1.2798, -0.0363)
C (4.8737, -0.5150, 0.0132)
H (-0.2240, -0.7024, -0.6878)
H (-0.9348, 0.5238, 0.7634)

CH2N2S | ωB97M-V/def2-TZVPD

Results
* relative energy (zero: lowest compared OMol25 entry of this formula, charge and spin): 1.991 eV
* 2S+1: 1
* structure (SMILES): [H]/N=N\C=S
* strongest force on any atom: 6.00 eV Å⁻¹
* HOMO: -0.3312 Ha
* HOMO-LUMO gap: 7.726 eV

Element x y z (Å)
S (-0.2048, 1.9862, -0.3296)
N (0.1324, -1.4074, -0.7159)
N (0.5171, -0.5495, 0.0461)
C (0.1263, 0.5654, 0.4919)
H (0.2997, 0.8493, 1.5091)
H (-0.8706, -1.4440, -1.0016)

CH2N2S | ωB97M-V/def2-TZVPD

Results
* relative energy (zero: lowest compared OMol25 entry of this formula, charge and spin): 3.054 eV
* 2S+1: 1
* strongest force on any atom: 8.88 eV Å⁻¹
* HOMO: -0.3015 Ha
* HOMO-LUMO gap: 7.638 eV

Element x y z (Å)
S (1.1996, 1.3568, -0.8717)
N (-0.0693, -0.2172, 0.3194)
N (0.3420, -1.2122, 0.8903)
C (-0.4603, 0.8364, -0.3006)
H (-1.3018, 1.3413, -0.4782)
H (0.2898, -2.1050, 0.4408)

CH2N2S2 | ωB97M-V/def2-TZVPD

Results
* relative energy (zero: lowest compared OMol25 entry of this formula, charge and spin): 1.757 eV
* 2S+1: 1
* structure (SMILES): [H]/N=N/C(=S)S
* strongest force on any atom: 2.40 eV Å⁻¹
* HOMO: -0.3287 Ha
* HOMO-LUMO gap: 8.053 eV

Element x y z (Å)
S (1.4909, 1.2216, 0.1784)
S (0.9884, -1.7970, 0.0391)
N (-1.9164, -0.0403, 0.4979)
N (-0.8343, 0.0514, -0.0740)
C (0.4217, -0.2496, 0.1541)
H (2.4372, 0.6287, -0.5599)
H (-2.5874, 0.1852, -0.2356)

CH2N3 | ωB97M-V/def2-TZVPD

Results
* relative energy (zero: lowest compared OMol25 entry of this formula, charge and spin): 0.103 eV
* 2S+1: 1
* strongest force on any atom: 4.40 eV Å⁻¹
* HOMO: -0.7193 Ha
* net charge: +1
* HOMO-LUMO gap: 14.162 eV

Element x y z (Å)
N (0.5885, -0.3759, -0.4565)
N (-1.3774, 0.9131, 1.3834)
N (-2.1753, 1.3007, 2.0145)
C (1.2440, -0.8461, -1.2257)
H (1.8156, -0.9988, -2.0326)
H (-0.0953, 0.0069, 0.3168)

CH2N3O2 | ωB97M-V/def2-TZVPD

Results
* relative energy (zero: lowest compared OMol25 entry of this formula, charge and spin): 1.276 eV
* 2S+1: 1
* structure (SMILES): [H]/N=[NH+]/C(=O)N=O
* strongest force on any atom: 3.52 eV Å⁻¹
* HOMO (spin up / spin down): -0.5632 / -0.5488 Ha
* net charge: +1
* HOMO-LUMO gap (spin up / spin down): 7.235 / 6.791 eV

Element x y z (Å)
O (0.9941, -1.4575, 0.0721)
O (2.4916, 1.1108, -0.2568)
N (-0.7207, 0.1098, 0.1322)
N (-1.4993, -0.7409, -0.2665)
N (1.5352, 0.7029, 0.2602)
C (0.6334, -0.3225, 0.0474)
H (-2.4892, -0.4984, -0.3731)
H (-0.9451, 1.0957, 0.3846)

CH2N3P | ωB97M-V/def2-TZVPD

Results
* relative energy (zero: lowest compared OMol25 entry of this formula, charge and spin): 3.068 eV
* 2S+1: 1
* strongest force on any atom: 5.51 eV Å⁻¹
* HOMO: -0.3418 Ha
* HOMO-LUMO gap: 9.098 eV

Element x y z (Å)
P (-0.8769, -0.8477, 0.7845)
N (-1.8787, -1.8631, 1.0819)
N (-1.8991, -1.6765, -2.1392)
N (-1.0694, -1.0275, -1.7352)
C (-0.3544, -0.2940, -0.9356)
H (0.4731, 0.3894, -1.4343)
H (0.0683, 0.0099, 1.5331)